Molecular formula: C12H10N5O6S
Method: DFT, ωB97M-V/def2-TZVPD

CARTESIAN COORDINATES (ANGSTROEM)
O  2.030994  -2.028842  -1.058842
N  2.121620  -0.939615  -1.655287
C  1.135675  -0.585095  -2.638622
C  -0.008774  -1.348012  -2.861263
C  -0.720502  -0.992544  -3.982842
N  -1.905909  -1.490440  -4.523009
O  -2.586321  -2.460951  -4.256006
O  -2.290663  -0.597835  -5.576982
N  -1.352561  0.428138  -5.713156
C  -0.405591  0.184769  -4.758634
N  0.655277  0.946055  -4.490874
C  1.413397  0.556400  -3.464718
O  3.064160  -0.129115  -1.459031
H  -0.346609  -2.135119  -2.203327
H  2.302866  1.154802  -3.246281
C  1.530636  1.161533  5.322328
C  0.699709  0.910092  4.091374
C  -0.472128  0.143576  4.163583
C  -1.230479  -0.117651  3.024618
C  -0.799750  0.355169  1.778899
S  -1.778157  0.071451  0.287581
N  -1.217206  -1.204970  -0.389722
O  -3.118086  -0.027340  0.845234
O  -1.433761  1.234577  -0.508665
C  0.348641  1.145763  1.696983
C  1.083096  1.422567  2.844544
H  2.387663  1.802166  5.081663
H  0.941354  1.650313  6.110213
H  1.909627  0.218257  5.741461
H  -0.789407  -0.242545  5.138943
H  -2.162157  -0.668198  3.105380
H  -1.640390  -2.039264  0.023460
H  0.659501  1.566004  0.745494
H  1.974235  2.055905  2.785503

Cartesian forces (eV/Å) of the 3 atoms listed first:
-0.05 1.96 -1.33
1.56 -0.61 1.99
-0.89 -0.02 -1.11

Summary:
- Multiplicity: 1
- LUMO energy: 0.8 eV
- Total charge: -1
- Gap between HOMO and LUMO: 5.9 eV

Partial charges, natural (NBO), in e:
1. O -0.352
2. N 0.511
3. C -0.049
4. C -0.023
5. C -0.059
6. N 0.433
7. O -0.349
8. O -0.156
9. N -0.125
10. C 0.293
11. N -0.430
12. C 0.127
13. O -0.410
14. H 0.308
15. H 0.231
16. C -0.623
17. C -0.041
18. C -0.230
19. C -0.186
20. C -0.341
21. S 2.319
22. N -1.281
23. O -1.010
24. O -1.013
25. C -0.127
26. C -0.245
27. H 0.207
28. H 0.207
29. H 0.210
30. H 0.194
31. H 0.229
32. H 0.358
33. H 0.224
34. H 0.196

Molecular formula: C5H8N2
Method: DFT, ωB97M-V/def2-TZVPD

CARTESIAN COORDINATES (ANGSTROEM)
C  0.098274  -1.186705  2.331692
N  -0.116745  -0.828696  1.067595
C  -0.952856  0.242701  0.670899
C  -0.769262  0.446352  -0.649804
C  0.243040  -0.543639  -1.028580
C  0.954666  -0.457875  -2.342565
N  0.607270  -1.302589  -0.040827
H  0.986956  -1.855045  2.287594
H  -4.004007  1.143796  3.267107
H  2.183990  3.882291  2.310756
H  -1.554399  0.782994  1.397028
H  -1.340087  1.088493  -1.311227
H  0.402309  0.241044  -2.976266
H  1.115909  -1.396848  -2.882779
H  1.932298  -0.010672  -2.129313

Cartesian forces (eV/Å) of the 3 atoms listed first:
0.29 0.33 -0.59
-0.02 0.25 0.51
-0.12 -0.08 -0.25

Summary:
- Energy above the lowest of the compared OMol25 structures with the same formula, charge and spin: 208.3 kcal per mole
- Multiplicity: 1
- LUMO energy: -0.1 eV
- Total charge: 0
- Gap between HOMO and LUMO: 8.8 eV

Partial charges, natural (NBO), in e:
1. C -0.002
2. N -0.296
3. C 0.021
4. C -0.320
5. C 0.213
6. C -0.651
7. N -0.267
8. H 0.123
9. H 0.001
10. H 0.000
11. H 0.243
12. H 0.237
13. H 0.218
14. H 0.240
15. H 0.240

Molecular formula: C3H8N2O2
Method: DFT, ωB97M-V/def2-TZVPD

CARTESIAN COORDINATES (ANGSTROEM)
N  -0.367319  -1.914948  -0.995045
C  -1.216617  -0.880735  -0.715065
O  -2.228845  -0.630380  -1.328606
C  -0.685265  0.136350  0.326941
N  0.674506  0.461753  -0.036266
C  1.626148  0.644218  1.028995
O  1.691737  1.989915  1.534106
H  -0.558012  -2.237641  -1.934316
H  0.614915  -1.749676  -0.849209
H  -1.365954  0.982514  0.262500
H  -0.748399  -0.285015  1.332745
H  0.660691  1.349093  -0.529714
H  1.310669  0.038612  1.882545
H  2.644488  0.447091  0.706472
H  0.956357  2.123139  2.135832

Cartesian forces (eV/Å) of the 3 atoms listed first:
-0.50 -0.30 -0.69
0.70 1.51 0.25
-0.36 -0.61 0.05

Summary:
- Energy above the lowest of the compared OMol25 structures with the same formula, charge and spin: 25.6 kcal per mole
- Multiplicity: 1
- LUMO energy: 0.8 eV
- Total charge: 0
- Gap between HOMO and LUMO: 10.2 eV

Partial charges, natural (NBO), in e:
1. N -0.831
2. C 0.675
3. O -0.598
4. C -0.329
5. N -0.655
6. C 0.091
7. O -0.734
8. H 0.391
9. H 0.401
10. H 0.212
11. H 0.203
12. H 0.381
13. H 0.154
14. H 0.177
15. H 0.463

Molecular formula: C16H31NO4
Method: DFT, ωB97M-V/def2-TZVPD

CARTESIAN COORDINATES (ANGSTROEM)
N  -3.215502  1.595611  -1.996751
C  -1.989414  0.973963  -2.505904
C  -1.136811  0.262918  -1.441940
C  0.291984  -0.051245  -1.935360
C  1.397694  0.232712  -0.902567
C  1.042960  -0.172776  0.529079
C  2.175764  -0.807826  1.357162
C  1.663798  -0.619695  2.798653
O  0.748565  0.500373  2.742294
C  0.738962  0.977629  1.464818
O  0.599177  2.141524  1.216788
H  -3.042851  2.553098  -1.723723
H  -3.578920  1.099477  -1.193584
H  -1.394787  1.752137  -2.995834
H  -2.269652  0.243607  -3.277230
H  -1.114512  0.894018  -0.547772
H  -1.644887  -0.680940  -1.209466
H  0.492478  0.574747  -2.814171
H  0.355823  -1.080560  -2.304665
H  2.299947  -0.317306  -1.196122
H  1.626986  1.301181  -0.915900
H  0.212402  -0.886057  0.584280
H  2.345806  -1.860563  1.126081
H  3.114580  -0.258949  1.220554
H  1.133757  -1.503420  3.165078
H  2.450631  -0.363674  3.510710
C  -1.435497  3.109104  6.730218
C  -0.681929  2.721753  5.458844
C  0.162299  1.554861  5.949051
O  -0.596900  0.915689  6.980722
C  -1.694661  1.745774  7.359012
H  -2.352617  3.666374  6.544431
H  -0.795616  3.710432  7.379752
H  -1.379742  2.384767  4.689660
H  -0.081112  3.527094  5.040335
H  1.111112  1.903388  6.373391
H  0.374406  0.832825  5.164669
H  -2.622888  1.305942  6.977186
H  -1.752455  1.779068  8.447880
C  -0.147682  -3.436875  -6.014481
C  1.273668  -3.251513  -6.542651
C  1.553299  -1.803387  -6.161593
O  0.818892  -1.558204  -4.960552
C  -0.101985  -2.624226  -4.727247
H  -0.420411  -4.477180  -5.844113
H  -0.868667  -3.003620  -6.710544
H  1.960687  -3.921257  -6.021151
H  1.370176  -3.429598  -7.612452
H  1.204622  -1.114840  -6.938483
H  2.608983  -1.605121  -5.973514
H  0.259074  -3.231988  -3.889245
H  -1.069035  -2.199246  -4.453630

Cartesian forces (eV/Å) of the 3 atoms listed first:
0.07 0.00 -0.21
-0.08 -0.10 0.11
0.03 -0.01 -0.42

Summary:
- Energy above the lowest of the compared OMol25 structures with the same formula, charge and spin: 0.0 kcal per mole
- Multiplicity: 1
- LUMO energy: 0.7 eV
- Total charge: 0
- Gap between HOMO and LUMO: 9.7 eV

Partial charges, natural (NBO), in e:
1. N -0.839
2. C -0.204
3. C -0.430
4. C -0.397
5. C -0.387
6. C -0.346
7. C -0.416
8. C -0.073
9. O -0.514
10. C 0.802
11. O -0.557
12. H 0.357
13. H 0.351
14. H 0.185
15. H 0.175
16. H 0.205
17. H 0.194
18. H 0.213
19. H 0.204
20. H 0.207
21. H 0.226
22. H 0.232
23. H 0.222
24. H 0.211
25. H 0.185
26. H 0.195
27. C -0.430
28. C -0.429
29. C -0.068
30. O -0.541
31. C -0.066
32. H 0.215
33. H 0.200
34. H 0.205
35. H 0.221
36. H 0.158
37. H 0.193
38. H 0.161
39. H 0.181
40. C -0.430
41. C -0.430
42. C -0.066
43. O -0.541
44. C -0.069
45. H 0.218
46. H 0.204
47. H 0.202
48. H 0.218
49. H 0.166
50. H 0.184
51. H 0.162
52. H 0.185

Copy entry 2 word for word.
Molecular formula: C5H8N2
Method: DFT, ωB97M-V/def2-TZVPD

CARTESIAN COORDINATES (ANGSTROEM)
C  0.098274  -1.186705  2.331692
N  -0.116745  -0.828696  1.067595
C  -0.952856  0.242701  0.670899
C  -0.769262  0.446352  -0.649804
C  0.243040  -0.543639  -1.028580
C  0.954666  -0.457875  -2.342565
N  0.607270  -1.302589  -0.040827
H  0.986956  -1.855045  2.287594
H  -4.004007  1.143796  3.267107
H  2.183990  3.882291  2.310756
H  -1.554399  0.782994  1.397028
H  -1.340087  1.088493  -1.311227
H  0.402309  0.241044  -2.976266
H  1.115909  -1.396848  -2.882779
H  1.932298  -0.010672  -2.129313

Cartesian forces (eV/Å) of the 3 atoms listed first:
0.29 0.33 -0.59
-0.02 0.25 0.51
-0.12 -0.08 -0.25

Summary:
- Energy above the lowest of the compared OMol25 structures with the same formula, charge and spin: 208.3 kcal per mole
- Multiplicity: 1
- LUMO energy: -0.1 eV
- Total charge: 0
- Gap between HOMO and LUMO: 8.8 eV

Partial charges, natural (NBO), in e:
1. C -0.002
2. N -0.296
3. C 0.021
4. C -0.320
5. C 0.213
6. C -0.651
7. N -0.267
8. H 0.123
9. H 0.001
10. H 0.000
11. H 0.243
12. H 0.237
13. H 0.218
14. H 0.240
15. H 0.240

Q: gap between HOMO and LUMO of number 4 (C16H31NO4)?
A: 9.7 eV